The following is a DFT calculation (ωB97M-V with the def2-TZVPD basis set) of 2 unconnected molecules or ions with the total composition C30H52FN2O7S3 at a distorted geometry.

Last column: Mulliken charge in e.
Atoms and positions in Å:
C  4.583  3.852  -4.291  -1.124
C  3.155  3.976  -4.918  -0.112
C  2.869  2.725  -5.791  -0.992
C  2.655  1.502  -4.859  -0.611
C  1.126  1.178  -4.686  -0.767
C  0.601  1.580  -3.285  0.029
C  -0.109  2.968  -3.256  -0.680
C  -1.597  2.746  -2.891  -1.479
N  -1.751  2.249  -1.529  0.604
C  -1.398  3.247  -0.499  -1.409
C  -2.537  4.227  -0.118  -0.072
C  -2.082  5.716  -0.147  -1.165
C  -0.940  6.018  0.831  -0.754
C  -1.381  6.026  2.315  -0.577
C  -0.147  5.683  3.214  -0.811
C  0.053  6.686  4.358  -0.420
C  1.155  6.129  5.315  -1.144
C  -2.941  1.618  -1.295  0.079
S  -4.234  1.521  -2.275  -0.151
S  -3.050  0.815  0.345  -0.260
C  -2.986  -0.947  -0.077  -0.469
C  -2.083  -1.672  0.947  -1.021
C  -2.226  -3.202  0.870  -0.526
N  -1.083  -3.846  0.153  0.204
C  -0.561  -4.973  0.616  -0.461
C  0.509  -5.578  0.007  -1.238
C  1.039  -4.974  -1.110  0.677
C  2.256  -5.645  -1.740  0.164
O  2.444  -6.831  -1.576  -0.458
O  3.143  -4.899  -2.473  -0.466
C  0.469  -3.802  -1.601  -0.187
S  1.062  -2.915  -3.034  1.385
O  1.199  -3.756  -4.146  -0.554
O  2.165  -2.146  -2.614  -0.555
F  -0.108  -1.916  -3.318  -0.177
C  -0.591  -3.274  -0.940  -0.315
H  4.461  3.478  -3.271  0.313
H  5.081  4.821  -4.301  0.341
H  5.137  3.084  -4.834  0.273
H  2.424  4.018  -4.104  -0.091
H  3.044  4.882  -5.520  0.442
H  3.714  2.507  -6.450  0.365
H  1.981  2.950  -6.389  0.401
H  3.054  1.660  -3.854  0.385
H  3.155  0.613  -5.255  0.437
H  0.544  1.628  -5.493  0.525
H  1.048  0.087  -4.765  0.172
H  1.397  1.510  -2.539  0.339
H  -0.140  0.818  -3.007  -0.103
H  -0.053  3.401  -4.260  0.584
H  0.378  3.681  -2.586  0.289
H  -1.972  2.051  -3.641  0.665
H  -2.101  3.711  -3.060  0.401
H  -0.516  3.833  -0.756  0.222
H  -1.122  2.682  0.398  0.353
H  -2.797  4.021  0.926  0.300
H  -3.419  4.162  -0.759  0.487
H  -2.969  6.285  0.158  0.401
H  -1.845  5.940  -1.194  0.349
H  -0.078  5.370  0.644  0.497
H  -0.602  7.040  0.614  0.322
H  -1.687  7.042  2.587  0.419
H  -2.231  5.365  2.506  0.416
H  0.757  5.694  2.601  0.439
H  -0.335  4.698  3.654  0.217
H  -0.865  6.830  4.933  0.343
H  0.411  7.656  4.002  0.288
H  1.695  5.332  4.794  0.339
H  1.886  6.894  5.584  0.343
H  0.733  5.701  6.228  0.287
H  -2.579  -1.006  -1.094  0.298
H  -3.970  -1.426  -0.100  0.410
H  -2.371  -1.325  1.942  0.567
H  -1.058  -1.331  0.765  0.408
H  -3.164  -3.509  0.405  0.318
H  -2.195  -3.590  1.889  0.489
H  -0.969  -5.427  1.514  0.647
H  0.913  -6.494  0.418  0.695
H  3.575  -4.302  -1.840  0.376
H  -1.021  -2.349  -1.306  0.835
C  -2.300  -8.928  5.747  -1.070
C  -1.516  -7.866  6.488  -0.166
O  -0.103  -7.990  6.248  -0.376
C  0.331  -7.533  5.085  0.802
O  -0.337  -7.013  4.220  -0.563
O  1.642  -7.758  5.003  -0.332
C  2.199  -7.374  3.752  -0.633
H  -1.920  -9.921  5.988  0.306
H  -3.355  -8.878  6.014  0.360
H  -2.213  -8.803  4.668  0.275
H  -1.648  -7.992  7.560  0.301
H  -1.855  -6.862  6.234  0.290
H  1.956  -6.339  3.515  0.239
H  1.834  -8.041  2.970  0.282
H  3.279  -7.475  3.823  0.297

Properties
E_LUMO ... -5.408 eV
Net charge ... +1
HOMO-LUMO gap ... 5.1 eV